{"formula": "C2HClO2S", "method": "ωB97M-V with the def2-TZVPD basis set", "spin_multiplicity": 3, "max_force_ha_per_bohr": 0.13004, "lumo_ha": [0.00319, -0.11836], "elements": ["C", "C", "O", "O", "S", "Cl", "H"], "coordinates": [[0.533, 0.373, -0.114], [-0.075, 1.792, -0.094], [-0.012, 1.172, -1.262], [-0.454, 2.710, 0.466], [2.182, -0.683, -0.217], [3.659, 0.606, 0.172], [-0.321, -0.238, 0.058]], "forces_ev_per_a": [[-0.06, 0.01, -0.11], [3.11, -4.41, -1.22], [0.17, 0.97, -0.71], [-1.24, 2.96, 1.23], [-6.37, -1.74, -1.05], [4.25, 3.72, 1.12], [0.14, -1.50, 0.74]]}

---

{"formula": "C17H27Cl9F6N2O6", "method": "ωB97M-V with the def2-TZVPD basis set", "spin_multiplicity": 1, "max_force_ha_per_bohr": 0.05098, "lumo_ha": 0.01516, "smiles": "CCOC(=O)C(F)(F)F.CCOC(=O)C(F)(F)F.ClC(Cl)Cl.ClC(Cl)Cl.ClC(Cl)Cl.CN(C)C=O.CN(C)C=O", "elements": ["C", "C", "O", "C", "O", "C", "F", "F", "F", "H", "H", "H", "H", "H", "C", "C", "O", "C", "O", "C", "F", "F", "F", "H", "H", "H", "H", "H", "Cl", "C", "Cl", "Cl", "H", "Cl", "C", "Cl", "Cl", "H", "Cl", "C", "Cl", "Cl", "H", "C", "N", "C", "C", "O", "H", "H", "H", "H", "H", "H", "H", "C", "N", "C", "C", "O", "H", "H", "H", "H", "H", "H", "H"], "coordinates": [[-17.716, -1.045, 4.832], [-19.243, -0.836, 5.056], [-19.730, 0.138, 4.150], [-20.343, -0.287, 2.992], [-20.415, -1.443, 2.631], [-21.030, 0.877, 2.214], [-22.192, 0.488, 1.731], [-21.191, 1.973, 2.990], [-20.286, 1.210, 1.166], [-17.178, -0.102, 4.926], [-17.546, -1.370, 3.805], [-17.350, -1.757, 5.571], [-19.375, -0.502, 6.085], [-19.754, -1.793, 4.950], [-22.505, -5.513, 7.484], [-22.179, -6.782, 6.692], [-23.325, -7.762, 6.685], [-24.271, -7.649, 5.739], [-24.400, -6.693, 4.999], [-25.390, -8.776, 5.723], [-26.372, -8.471, 6.551], [-25.901, -8.985, 4.512], [-24.782, -9.894, 6.167], [-21.698, -4.782, 7.525], [-22.732, -5.915, 8.472], [-23.392, -5.052, 7.049], [-21.352, -7.286, 7.193], [-21.810, -6.454, 5.720], [-30.708, -0.827, 4.405], [-29.117, -0.813, 5.309], [-27.843, -1.172, 4.180], [-29.124, -2.054, 6.578], [-28.866, 0.152, 5.750], [-29.859, -6.343, 2.072], [-29.677, -5.386, 3.507], [-30.522, -3.805, 3.342], [-27.901, -5.260, 3.833], [-30.139, -6.026, 4.259], [-18.421, -4.752, 5.606], [-19.153, -4.907, 3.939], [-19.815, -6.515, 3.691], [-17.907, -4.415, 2.766], [-20.051, -4.290, 3.904], [-22.080, -1.904, -3.201], [-23.152, -1.892, -2.170], [-22.760, -2.250, -0.781], [-24.481, -1.701, -2.449], [-25.427, -1.894, -1.669], [-21.484, -0.994, -3.144], [-22.427, -1.872, -4.234], [-21.639, -2.896, -3.100], [-21.863, -1.708, -0.481], [-23.591, -2.108, -0.090], [-22.398, -3.257, -0.573], [-24.605, -1.143, -3.390], [-25.030, -2.821, 3.237], [-23.990, -2.343, 4.188], [-23.716, -0.883, 4.245], [-23.120, -3.227, 4.799], [-22.025, -2.952, 5.343], [-25.558, -3.726, 3.538], [-24.675, -2.868, 2.208], [-25.827, -2.088, 3.115], [-23.408, -0.604, 3.237], [-24.638, -0.329, 4.424], [-22.965, -0.477, 4.923], [-23.564, -4.224, 4.657]], "forces_ev_per_a": [[-0.99, 0.48, -0.20], [1.93, -1.27, 0.29], [-1.56, 0.49, -1.97], [0.54, -1.60, 1.80], [0.05, 1.84, 0.16], [0.79, 0.33, 0.68], [-0.62, -0.09, 0.11], [-0.11, -0.67, -0.49], [0.54, 0.24, -0.24], [-0.06, 0.05, 0.26], [0.06, -0.41, 0.13], [0.10, -0.06, -0.24], [-0.41, 0.43, -0.26], [-0.24, 0.19, -0.16], [-0.89, -1.29, 0.14], [0.16, 0.88, 0.12], [0.30, 0.14, -0.85], [-0.29, 2.17, -0.41], [0.27, -1.16, 0.50], [2.00, -0.02, 0.41], [-0.34, 0.17, 0.23], [0.38, 0.17, 0.39], [-0.59, -0.26, -0.27], [0.07, -0.29, -0.18], [-0.16, 0.67, 0.33], [0.05, 0.15, 0.18], [-0.37, -0.46, -0.13], [-0.64, -0.76, -0.44], [0.90, 0.65, 0.93], [-0.61, -0.56, -0.28], [0.33, 0.03, -0.36], [-0.19, 0.35, -0.05], [-0.67, -0.13, -0.08], [-0.22, -0.27, -0.97], [0.28, -0.05, -0.01], [0.78, -1.10, 0.33], [-0.96, 0.31, 0.22], [0.19, 0.80, 0.39], [-0.57, -0.15, -0.82], [0.20, 0.34, 0.83], [0.41, -0.28, -0.18], [-0.73, -0.30, 0.23], [0.59, 0.52, -0.03], [-1.33, -0.03, 0.33], [-0.23, -0.57, 0.55], [0.35, -0.02, -0.25], [-0.46, 0.61, 1.53], [1.72, 0.10, -1.30], [0.68, -0.50, 0.55], [-0.81, -0.08, 0.16], [0.92, 0.48, 0.03], [-0.29, 0.77, -0.05], [0.07, 0.41, -0.30], [-0.42, -0.63, -0.85], [-0.18, -0.52, -0.32], [0.04, 0.98, 0.07], [0.92, 0.14, 1.23], [-0.57, -0.16, -1.43], [0.42, 1.17, -0.66], [-2.39, -0.54, -0.94], [0.61, -0.12, 0.14], [0.50, -0.53, 0.06], [0.20, 0.24, 0.56], [0.05, 0.19, 0.02], [-0.18, -0.22, 0.16], [0.04, -1.01, 0.28], [0.61, -0.37, 0.41]]}

---

{"formula": "C5H2O", "method": "ωB97M-V with the def2-TZVPD basis set", "spin_multiplicity": 1, "max_force_ha_per_bohr": 0.01431, "lumo_ha": -0.07850, "elements": ["O", "C", "C", "C", "C", "C", "H", "H"], "coordinates": [[-0.793, -1.771, 1.619], [-0.577, -0.732, 1.054], [-0.377, 2.184, -2.263], [0.254, 1.352, -1.509], [0.570, 0.448, -0.645], [0.671, -0.482, 0.268], [-1.294, 0.112, 1.062], [1.545, -1.111, 0.414]], "forces_ev_per_a": [[0.17, 0.38, -0.10], [-0.11, -0.30, 0.21], [0.46, -0.42, 0.39], [-0.24, 0.26, -0.23], [-0.18, -0.04, 0.07], [0.04, 0.22, -0.25], [0.03, -0.17, -0.03], [-0.15, 0.07, -0.07]]}

---

{"formula": "C6H10O", "method": "ωB97M-V with the def2-TZVPD basis set", "spin_multiplicity": 1, "max_force_ha_per_bohr": 0.01548, "lumo_ha": [0.03481, 0.03481], "elements": ["C", "C", "O", "C", "C", "C", "C", "H", "H", "H", "H", "H", "H", "H", "H", "H", "H"], "coordinates": [[1.935, 0.806, -0.163], [1.068, -0.400, 0.165], [0.629, -0.368, 1.521], [-0.683, -0.935, 1.409], [-1.633, -0.063, 0.593], [-1.077, 0.603, -1.033], [-0.299, -0.522, -0.556], [1.391, 1.741, 0.022], [2.823, 0.793, 0.482], [2.264, 0.785, -1.211], [1.634, -1.331, -0.045], [-0.683, -2.013, 1.197], [-1.822, 0.911, 1.057], [-2.547, -0.605, 0.345], [-1.782, 0.452, -1.848], [-0.719, 1.616, -0.874], [-0.501, -1.467, -1.066]], "forces_ev_per_a": [[-0.06, -0.03, -0.02], [0.07, 0.04, 0.13], [-0.18, -0.09, -0.58], [-0.04, -0.16, -0.78], [-0.07, 0.36, -0.29], [0.08, -0.42, 0.50], [-0.05, 0.17, 0.17], [0.13, -0.22, -0.04], [-0.23, -0.01, -0.16], [-0.07, 0.00, 0.24], [-0.17, 0.24, 0.15], [0.07, 0.30, 0.12], [0.10, -0.29, -0.07], [0.28, 0.14, 0.14], [0.19, -0.02, 0.25], [-0.08, -0.26, 0.01], [0.05, 0.26, 0.25]]}

---

{"formula": "C3H5N2OS", "method": "ωB97M-V with the def2-TZVPD basis set", "spin_multiplicity": 1, "max_force_ha_per_bohr": 0.07433, "lumo_ha": -0.18508, "charge": 1, "elements": ["C", "C", "C", "N", "N", "O", "S", "H", "H", "H", "H", "H"], "coordinates": [[-1.298, -1.231, -0.365], [-1.152, 1.064, -0.034], [0.987, 0.194, 0.359], [-1.769, -0.031, 0.080], [0.235, 1.078, -0.280], [-0.201, -1.633, 0.080], [2.507, -0.311, -0.143], [-1.921, -1.814, -1.071], [-1.728, 1.919, 0.091], [0.865, 0.010, 1.460], [0.660, 1.485, -1.237], [2.815, -0.730, 1.060]], "forces_ev_per_a": [[2.99, -1.03, 1.71], [-0.15, -1.98, 0.20], [0.60, -0.16, 2.11], [-1.54, 0.58, -0.96], [1.68, 0.98, -3.29], [-1.93, -0.02, -1.29], [0.31, 0.39, -1.18], [0.21, 0.38, 0.34], [-0.29, 2.04, 0.31], [-0.79, 0.26, -1.38], [-1.49, -1.00, 2.76], [0.40, -0.43, 0.68]]}